No. 1
The following is a quantum chemistry calculation of a structure of composition C27H51N2OP3SeTi at a distorted geometry, from the OMol25 dataset.

## Properties
Gap between HOMO and LUMO (alpha / beta) in eV: 2.41 / 2.40
Charge: +4
LUMO level (alpha / beta) in eV: -15.00 / -15.01
HOMO (alpha / beta) in Eh: -0.6399 / -0.6398

Each line ends with the Löwdin charge.
CARTESIAN COORDINATES (ANGSTROEM)
Ti 0.13 0.26 -0.39  0.593
P 0.40 2.28 0.96  0.785
P -2.22 0.85 -0.59  0.714
P 2.53 0.28 -0.71  0.714
H -1.18 -2.88 -7.98  0.066
C -0.42 -3.65 -7.75  -0.077
C -0.52 -4.34 -6.58  -0.071
H -1.45 -4.34 -5.98  0.067
C 0.67 3.80 -0.04  -0.196
C -0.97 2.79 2.06  -0.202
C 1.80 2.33 2.14  -0.195
C -2.79 -0.23 -1.94  -0.206
C -3.39 0.49 0.74  -0.197
C -2.72 2.52 -1.14  -0.221
C 2.87 -0.91 -2.04  -0.190
C 3.61 -0.31 0.64  -0.187
C 3.34 1.81 -1.25  -0.225
H 0.30 -3.81 -8.57  0.081
H 0.28 -5.00 -6.20  0.061
H 0.74 4.65 0.64  0.097
H -0.18 3.96 -0.73  0.044
H 1.58 3.74 -0.65  0.040
H -0.71 3.77 2.49  0.099
H -1.09 2.08 2.88  0.040
H -1.92 2.87 1.53  0.034
H 1.74 3.27 2.72  0.097
H 2.78 2.30 1.65  0.042
H 1.74 1.49 2.85  0.049
H -3.87 -0.07 -2.07  0.101
H -2.61 -1.28 -1.69  0.076
H -2.27 0.00 -2.89  0.036
H -4.39 0.82 0.42  0.095
H -3.12 1.01 1.67  0.048
H -3.39 -0.59 0.95  0.076
H -3.81 2.53 -1.18  0.092
H -2.30 2.73 -2.13  0.025
H -2.37 3.30 -0.45  0.044
H 3.95 -0.92 -2.24  0.100
H 2.32 -0.64 -2.96  0.045
H 2.56 -1.92 -1.74  0.063
H 4.62 -0.42 0.23  0.094
H 3.25 -1.27 1.01  0.056
H 3.62 0.39 1.48  0.049
H 4.40 1.58 -1.44  0.093
H 3.28 2.60 -0.49  0.043
H 2.87 2.17 -2.17  0.025
C 0.38 0.89 -4.71  -0.486
C 0.02 -0.45 -4.85  -0.149
C 0.09 -1.07 -6.09  -0.048
C 0.54 -0.38 -7.22  0.004
C 0.92 0.97 -7.10  0.000
C 0.84 1.59 -5.85  -0.076
Se 0.19 1.72 -2.93  1.012
H -0.02 0.27 -2.43  -0.141
H -0.33 -1.07 -4.02  0.090
H -0.23 -2.11 -6.16  0.058
H 0.57 -0.95 -8.16  0.129
H 1.27 1.51 -7.98  0.139
H 1.13 2.63 -5.73  0.118
C -3.16 -1.09 6.57  -0.063
C -1.76 -0.55 6.63  -0.205
N -1.12 -0.59 5.32  -0.058
C -0.02 0.40 5.20  -0.210
C 1.38 -0.16 5.37  -0.050
C -0.95 -1.87 4.78  -0.379
O -1.34 -2.88 5.35  0.130
C -0.32 -2.00 3.42  -0.059
C 0.30 -3.21 3.08  0.116
C 0.81 -3.33 1.79  0.038
C 0.61 -2.32 0.86  -0.119
N 0.01 -1.16 1.19  -0.087
C -0.50 -1.02 2.45  -0.038
H -3.75 -0.53 5.83  0.084
H -3.63 -0.97 7.54  0.099
H -3.13 -2.15 6.31  0.074
H -1.78 0.50 6.94  0.127
H -1.17 -1.15 7.34  0.147
H -0.12 0.89 4.21  0.054
H -0.20 1.17 5.96  0.135
H 1.64 -0.84 4.55  0.061
H 2.09 0.67 5.39  0.091
H 1.46 -0.70 6.33  0.111
H 0.37 -4.02 3.80  0.166
H 1.39 -4.20 1.49  0.147
H 0.94 -2.43 -0.17  0.113
H -1.13 -0.14 2.62  0.109

No. 2
The following is a quantum chemistry calculation of a cluster of 8 separate species, C27H51N3O5 in total at a distorted geometry, from the OMol25 dataset.

## Properties
Gap between HOMO and LUMO in eV: 9.90
LUMO level in eV: 0.50
HOMO in Eh: -0.3453
SMILES string: CC(C)=O.CC(C)=O.CC(C)=O.CC(C)=O.CC(C)=O.CCCC#N.CCCC#N.CCCC#N

Each line ends with the Löwdin charge.
CARTESIAN COORDINATES (ANGSTROEM)
C 4.17 -2.68 -2.88  -0.016
C 3.38 -1.40 -2.59  -0.434
O 2.18 -1.41 -2.27  0.014
C 4.08 -0.04 -2.54  -0.018
H 3.45 -3.48 -3.03  0.081
H 4.81 -2.83 -2.01  0.085
H 4.84 -2.61 -3.73  0.081
H 3.59 0.69 -1.90  0.074
H 4.19 0.39 -3.53  0.084
H 5.09 -0.21 -2.15  0.074
C -3.75 0.31 2.58  -0.022
C -3.83 -1.13 3.10  -0.437
O -3.35 -2.07 2.45  0.029
C -4.63 -1.34 4.40  -0.024
H -4.71 0.81 2.67  0.080
H -3.45 0.31 1.53  0.057
H -3.06 0.89 3.21  0.077
H -5.61 -0.86 4.35  0.078
H -4.17 -0.72 5.17  0.080
H -4.72 -2.38 4.70  0.082
C 2.90 5.66 -2.10  -0.015
C 2.32 4.50 -1.28  -0.495
O 1.61 3.68 -1.78  0.063
C 2.64 4.43 0.19  -0.023
H 3.21 5.28 -3.08  0.083
H 3.76 5.99 -1.52  0.066
H 2.28 6.54 -2.23  0.084
H 3.62 4.83 0.46  0.078
H 2.59 3.42 0.58  0.072
H 1.89 5.02 0.72  0.095
C 1.98 1.46 5.03  -0.035
C 1.39 2.74 4.57  -0.491
O 1.94 3.46 3.74  0.040
C -0.01 3.12 5.01  -0.021
H 1.19 0.77 5.32  0.069
H 2.56 1.60 5.95  0.090
H 2.66 0.99 4.32  0.084
H -0.13 3.93 5.72  0.087
H -0.38 2.23 5.53  0.064
H -0.67 3.21 4.15  0.072
C 1.45 -4.42 2.91  -0.033
C 1.37 -4.64 1.43  -0.511
O 0.75 -5.54 0.93  0.068
C 2.09 -3.64 0.56  -0.020
H 1.47 -5.37 3.45  0.082
H 0.54 -3.86 3.15  0.078
H 2.30 -3.85 3.28  0.074
H 2.93 -4.20 0.14  0.091
H 2.48 -2.88 1.24  0.062
H 1.48 -3.12 -0.18  0.052
C -0.78 -3.57 -2.45  -0.078
C -1.47 -3.70 -1.05  -0.230
C -2.88 -3.08 -0.97  -0.165
C -3.00 -1.59 -1.17  -0.189
N -3.12 -0.45 -1.36  0.161
H 0.15 -4.15 -2.43  0.066
H -0.62 -2.53 -2.71  0.059
H -1.37 -3.99 -3.26  0.067
H -0.79 -3.29 -0.30  0.078
H -1.69 -4.72 -0.76  0.108
H -3.39 -3.26 -0.03  0.101
H -3.45 -3.57 -1.77  0.115
C -1.82 2.68 -4.84  -0.093
C -1.98 1.36 -4.00  -0.242
C -2.62 0.21 -4.81  -0.201
C -3.96 0.53 -5.35  -0.233
N -5.00 0.77 -5.81  0.127
H -0.93 2.61 -5.47  0.063
H -1.60 3.49 -4.15  0.060
H -2.66 3.06 -5.42  0.067
H -2.62 1.64 -3.16  0.085
H -1.07 0.95 -3.56  0.097
H -2.83 -0.63 -4.14  0.084
H -2.00 -0.17 -5.62  0.117
C -0.59 2.11 1.21  -0.087
C 0.13 1.19 0.19  -0.219
C 0.01 -0.31 0.50  -0.153
C 0.43 -0.75 1.89  -0.178
N 0.79 -1.11 2.91  0.161
H -1.68 2.06 1.17  0.057
H -0.36 3.17 1.19  0.070
H -0.42 1.86 2.26  0.042
H 1.17 1.53 0.18  0.082
H -0.14 1.49 -0.82  0.101
H 0.52 -0.90 -0.26  0.087
H -1.05 -0.53 0.37  0.078

No. 3
The following is a quantum chemistry calculation of a cluster of 3 separate species, C27H52BClFN2O2 in total at a distorted geometry, from the OMol25 dataset.

## Properties
Gap between HOMO and LUMO in eV: 7.91
Charge: +1
LUMO level in eV: -4.44
HOMO in Eh: -0.4542

Each line ends with the Löwdin charge.
CARTESIAN COORDINATES (ANGSTROEM)
C -0.69 -3.47 5.37  0.021
C -2.03 -3.56 5.23  -0.131
C -2.83 -2.69 4.20  -0.101
C -1.89 -1.80 3.32  -0.104
C -1.62 -2.29 1.99  0.024
C -2.12 -3.62 1.38  -0.151
O -1.11 -4.27 0.60  -0.205
C -1.25 -5.70 0.75  -0.081
C -0.76 -1.38 1.20  0.005
C -0.36 -1.64 -0.25  -0.088
C -1.60 -1.24 -1.19  -0.111
F -1.15 -1.27 -2.54  -0.069
C -0.39 -0.18 1.97  -0.152
C 0.48 0.88 1.20  -0.130
C 1.98 0.47 1.09  -0.243
C 2.63 0.26 2.52  -0.543
Cl 3.37 -1.40 2.55  0.523
N -0.67 0.16 3.21  0.190
N -1.44 -0.68 3.90  0.070
B -1.72 -0.23 5.33  -0.441
C -3.15 0.36 5.76  0.013
O -0.69 -0.38 6.25  0.168
H -0.27 -3.83 6.34  0.088
H -0.02 -3.02 4.61  0.082
H -2.64 -4.26 5.84  0.118
H -3.64 -2.09 4.69  0.118
H -3.39 -3.43 3.57  0.112
H -2.48 -4.36 2.12  0.112
H -2.99 -3.39 0.70  0.150
H -1.17 -6.02 1.82  0.099
H -2.24 -6.05 0.35  0.106
H -0.47 -6.24 0.16  0.106
H 0.01 -2.67 -0.46  0.126
H 0.45 -0.95 -0.58  0.101
H -2.49 -1.89 -1.03  0.119
H -1.82 -0.16 -1.00  0.128
H 0.33 1.90 1.63  0.127
H 0.07 0.91 0.16  0.108
H 2.52 1.33 0.62  0.110
H 2.16 -0.41 0.43  0.083
H 3.45 1.00 2.64  0.077
H 1.90 0.42 3.34  0.067
H -3.97 0.05 5.07  0.071
H -3.03 1.47 5.81  0.090
H -3.35 -0.04 6.79  0.093
H -0.68 0.40 6.83  0.131
C 1.83 -2.91 -3.34  -0.114
C 2.55 -1.69 -3.91  -0.266
C 1.99 -1.22 -5.24  -0.227
C 2.09 -2.22 -6.39  -0.227
C 3.50 -2.71 -6.71  -0.271
C 4.43 -1.59 -7.17  -0.112
H 1.93 -3.78 -4.00  0.070
H 2.25 -3.18 -2.37  0.067
H 0.77 -2.70 -3.20  0.053
H 3.62 -1.91 -4.00  0.101
H 2.47 -0.87 -3.19  0.096
H 2.49 -0.29 -5.53  0.102
H 0.93 -0.95 -5.11  0.107
H 1.66 -1.77 -7.29  0.111
H 1.46 -3.09 -6.17  0.101
H 3.44 -3.46 -7.50  0.106
H 3.94 -3.22 -5.84  0.098
H 4.04 -1.10 -8.06  0.077
H 5.41 -2.00 -7.42  0.071
H 4.57 -0.84 -6.39  0.064
C 1.22 4.36 -0.45  -0.105
C -0.17 4.56 -1.06  -0.272
C -0.47 6.01 -1.41  -0.225
C -0.49 6.98 -0.22  -0.226
C -1.47 6.62 0.90  -0.274
C -2.93 6.63 0.44  -0.113
H 1.33 4.89 0.49  0.071
H 1.40 3.30 -0.26  0.038
H 1.99 4.71 -1.14  0.082
H -0.93 4.16 -0.37  0.092
H -0.24 3.96 -1.97  0.106
H -1.44 6.05 -1.92  0.103
H 0.27 6.37 -2.13  0.113
H -0.72 7.98 -0.59  0.113
H 0.52 7.05 0.21  0.101
H -1.35 7.35 1.70  0.105
H -1.22 5.64 1.33  0.092
H -3.21 7.61 0.05  0.078
H -3.59 6.40 1.29  0.068
H -3.12 5.88 -0.33  0.064

No. 4
The following is a quantum chemistry calculation of a structure of composition C27H52F3MgO24 at a distorted geometry, from the OMol25 dataset.

## Properties
Gap between HOMO and LUMO in eV: 2.99
Charge: +1
LUMO level in eV: -7.90
HOMO in Eh: -0.4001

Each line ends with the Löwdin charge.
CARTESIAN COORDINATES (ANGSTROEM)
Mg -2.69 0.86 5.07  0.956
C -0.47 -0.89 -1.50  -0.081
C -0.28 -0.38 -0.08  -0.329
O -1.30 -0.28 0.89  -0.036
H 0.44 -1.08 -2.07  0.080
H -1.05 -0.22 -2.14  0.080
H -0.91 -1.89 -1.49  0.078
H 0.09 0.64 -0.14  0.137
H 0.37 -1.09 0.44  0.135
C 0.15 0.71 -9.81  -0.049
C 1.02 0.42 -11.08  -0.227
O 2.28 0.92 -10.84  0.038
C 2.55 2.13 -11.36  -0.315
O 1.79 2.82 -12.09  0.125
C 3.97 2.64 -11.15  -0.416
F 4.81 1.67 -10.60  0.113
F 4.51 3.05 -12.38  0.110
F 3.93 3.74 -10.36  0.155
H 0.65 0.50 -8.87  0.073
H -0.83 0.25 -9.82  0.073
H -0.14 1.76 -9.82  0.074
H 0.43 0.93 -11.85  0.117
H 0.99 -0.61 -11.44  0.129
C -7.61 -2.35 7.02  -0.017
O -7.41 -3.28 5.93  0.010
C -6.37 -3.23 5.13  -0.540
O -5.65 -2.20 5.14  0.015
O -6.24 -4.34 4.33  -0.011
C -4.99 -4.40 3.56  -0.019
H -8.63 -2.56 7.35  0.100
H -7.39 -1.31 6.77  0.089
H -6.99 -2.52 7.90  0.093
H -5.07 -5.05 2.69  0.096
H -4.19 -4.64 4.26  0.097
H -4.86 -3.41 3.11  0.082
C 2.73 4.58 -4.55  -0.066
O 2.27 5.74 -5.15  0.013
C 2.49 6.89 -4.56  -0.630
O 2.74 6.99 -3.36  0.099
O 2.16 7.82 -5.40  0.026
C 2.52 9.18 -5.22  -0.024
H 2.57 3.70 -5.17  0.089
H 2.13 4.29 -3.69  0.096
H 3.82 4.61 -4.42  0.107
H 3.30 9.26 -4.47  0.095
H 1.67 9.77 -4.86  0.098
H 2.92 9.60 -6.15  0.097
C -0.48 -8.78 -2.91  -0.060
O 0.28 -9.89 -2.58  0.016
C -0.17 -10.85 -1.80  -0.553
O -1.28 -10.96 -1.32  0.113
O 0.81 -11.82 -1.74  -0.017
C 0.70 -13.00 -1.00  -0.075
H -1.54 -8.89 -2.69  0.094
H -0.46 -8.70 -4.00  0.099
H -0.13 -7.86 -2.44  0.096
H -0.11 -13.61 -1.39  0.099
H 0.71 -12.80 0.07  0.097
H 1.52 -13.71 -1.05  0.089
C -6.01 6.93 4.78  -0.034
O -6.41 6.38 3.51  0.003
C -6.13 5.11 3.17  -0.589
O -5.38 4.30 3.69  0.077
O -6.62 5.03 1.94  0.006
C -6.30 3.85 1.15  -0.019
H -6.39 7.93 4.99  0.097
H -4.93 6.91 4.97  0.091
H -6.41 6.31 5.58  0.090
H -5.31 3.80 0.69  0.093
H -7.03 3.83 0.34  0.094
H -6.43 2.93 1.72  0.087
C 1.06 -4.98 5.39  -0.026
O 0.47 -4.79 6.67  0.026
C 0.11 -3.67 7.20  -0.553
O -0.37 -2.66 6.65  0.058
O 0.21 -3.89 8.56  -0.023
C -0.63 -3.15 9.43  -0.058
H 0.93 -4.16 4.69  0.090
H 0.65 -5.87 4.90  0.099
H 2.15 -5.07 5.45  0.099
H -1.57 -3.15 8.88  0.090
H -0.48 -2.08 9.57  0.088
H -0.57 -3.67 10.38  0.103
C 5.86 0.60 0.80  -0.035
O 5.95 0.45 -0.61  -0.024
C 6.95 -0.17 -1.27  -0.533
O 8.02 -0.57 -0.80  0.112
O 6.60 -0.25 -2.59  -0.026
C 6.90 -1.46 -3.30  -0.047
H 6.47 1.48 1.03  0.099
H 6.47 -0.22 1.18  0.090
H 4.87 0.62 1.26  0.092
H 7.93 -1.59 -3.61  0.092
H 6.35 -1.71 -4.21  0.089
H 6.67 -2.28 -2.62  0.093
C 2.57 3.83 6.61  -0.069
O 2.36 4.86 5.70  0.004
C 1.19 4.93 5.03  -0.540
O 0.30 4.09 4.95  0.064
O 1.31 6.04 4.27  -0.013
C 0.36 6.35 3.24  -0.032
H 2.66 2.86 6.11  0.096
H 1.85 3.79 7.43  0.099
H 3.53 3.96 7.11  0.098
H 0.63 7.29 2.76  0.104
H -0.59 6.52 3.75  0.088
H 0.11 5.47 2.65  0.094

No. 5
The following is a quantum chemistry calculation of a structure of composition C27H52OP2SiYb at a distorted geometry, from the OMol25 dataset.

## Properties
2S+1: 2
Gap between HOMO and LUMO (alpha / beta) in eV: 5.81 / 5.09
⟨S²⟩: 0.764
Charge: +1
LUMO level (alpha / beta) in eV: -4.02 / -4.74
HOMO (alpha / beta) in Eh: -0.3612 / -0.3612

Each line ends with the Löwdin spin population.
CARTESIAN COORDINATES (ANGSTROEM)
Yb 2.52 0.50 0.45  0.012
C 1.41 4.08 1.31  0.030
C 0.47 3.20 1.88  0.181
C 2.57 2.43 2.38  0.065
C 2.70 3.61 1.62  0.295
C 1.18 2.17 2.54  0.222
C 1.07 5.30 0.53  -0.005
H 0.04 5.62 0.75  0.000
H 1.15 5.11 -0.55  -0.001
H 1.73 6.14 0.78  -0.001
C 4.00 4.24 1.24  0.051
H 3.83 5.20 0.73  0.000
H 4.57 3.59 0.54  0.018
H 4.64 4.41 2.12  0.014
C 3.67 1.62 2.94  -0.002
H 4.42 2.27 3.43  0.000
H 4.25 1.05 2.17  0.000
H 3.32 0.90 3.70  0.000
C 0.58 1.14 3.43  0.037
H 0.26 1.56 4.39  0.015
H 1.29 0.33 3.67  0.001
H -0.31 0.68 2.97  0.006
C -1.00 3.34 1.89  0.030
H -1.41 3.58 2.88  0.011
H -1.49 2.42 1.56  0.007
H -1.34 4.15 1.22  0.000
C -1.59 1.08 -1.82  0.000
C -2.36 2.11 -1.44  0.000
C -3.58 2.08 -0.56  0.000
C -3.83 0.77 0.23  0.000
C -2.83 0.36 1.28  0.000
C -1.77 -0.46 1.15  0.001
C -0.95 -0.71 -0.09  0.001
C -1.67 -0.35 -1.41  0.000
H -4.49 2.25 -1.16  0.000
H -4.03 -0.05 -0.48  0.000
H -3.53 2.94 0.12  0.000
H -2.70 -0.72 -1.39  0.000
H -0.77 1.29 -2.51  0.000
H -2.10 3.11 -1.79  0.000
H -1.22 -0.94 -2.22  0.000
H 0.04 -0.19 -0.10  0.001
H -1.38 -0.97 2.04  0.000
H -0.72 -1.79 -0.13  0.000
H -4.77 0.93 0.78  0.000
H -3.10 0.69 2.29  0.000
P -1.47 -4.06 -0.86  0.000
P -0.54 -5.78 1.35  0.000
C -1.98 -5.88 -1.03  0.000
C -1.16 -6.77 -0.12  0.000
H -1.86 -6.17 -2.08  0.000
H -3.05 -5.96 -0.77  0.000
H -1.75 -7.61 0.26  0.000
H -0.28 -7.16 -0.64  0.000
C 0.21 -7.27 2.14  0.000
H 0.52 -7.02 3.16  0.000
H 1.09 -7.57 1.56  0.000
H -0.51 -8.11 2.16  0.000
C -2.14 -5.89 2.28  0.000
H -2.61 -6.88 2.15  0.000
H -2.84 -5.11 1.95  0.000
H -1.92 -5.73 3.34  0.000
C -0.62 -3.98 -2.49  0.000
H -0.30 -2.95 -2.69  0.000
H -1.29 -4.33 -3.28  0.000
H 0.27 -4.62 -2.44  0.000
C -3.17 -3.46 -1.24  0.000
H -3.90 -4.09 -0.69  0.000
H -3.37 -3.53 -2.32  0.000
H -3.33 -2.44 -0.90  0.000
C 3.98 1.81 -3.50  0.000
Si 2.65 2.67 -2.47  0.000
C 3.36 4.44 -2.22  0.000
C 1.15 2.99 -3.58  0.000
O 2.34 1.81 -1.12  0.007
H 4.00 2.25 -4.51  0.000
H 3.77 0.73 -3.60  0.000
H 4.97 1.93 -3.05  0.000
H 3.82 4.77 -3.17  0.000
H 2.59 5.18 -1.96  0.000
H 4.15 4.47 -1.45  0.000
H 0.35 2.25 -3.43  0.000
H 0.73 3.99 -3.39  0.000
H 1.42 2.95 -4.65  0.000